No. 1
Below is C36H44N4STa as an isolated structure at a distorted geometry, with properties calculated with ωB97M-V/def2-TZVPD.

Each line ends with the Löwdin charge.
Cartesian coordinates (Å):
Ta1 0.0487 -0.4522 0.2425  1.4097
C1 -5.5794 -2.4935 -1.4122  -0.0716
C2 -5.4874 -1.5337 -0.2185  -0.1812
C3 -4.1230 -1.5233 0.4004  -0.1116
C4 -3.6680 -2.3055 1.4228  -0.1135
C5 -4.4478 -3.2929 2.2351  -0.1799
C6 -4.9167 -2.7069 3.5731  -0.0724
C7 -2.2847 -1.9850 1.6254  -0.2040
N1 -1.9113 -1.0056 0.7254  -0.0768
C8 -3.0228 -0.7175 -0.0434  -0.2081
C9 -3.0480 0.1945 -1.0840  0.0707
C10 -2.0192 1.0231 -1.4985  -0.2136
C11 -2.0797 1.9772 -2.5673  -0.1084
C12 -3.2701 2.1822 -3.4525  -0.1750
C13 -4.3250 3.0973 -2.8178  -0.0699
C14 -0.8873 2.6454 -2.5821  -0.1089
C15 -0.0735 2.0936 -1.5355  -0.2045
C16 1.2297 2.4542 -1.2371  0.0700
C17 2.0776 1.8486 -0.3279  -0.2040
N2 1.7513 0.7534 0.4482  -0.0746
C18 2.8934 0.3897 1.1348  -0.2089
C19 2.9813 -0.6802 2.0058  0.0685
C20 1.9583 -1.5254 2.4031  -0.2122
N3 0.6437 -1.4079 2.0046  -0.0816
C21 -0.0735 -2.3780 2.6772  -0.2062
C22 -1.4277 -2.6090 2.5163  0.0710
C23 0.8216 -3.1265 3.5133  -0.1087
C24 2.0741 -2.6118 3.3328  -0.1083
C25 3.3540 -3.0346 3.9853  -0.1753
C26 3.6808 -2.2039 5.2335  -0.0678
C27 0.3978 -4.2301 4.4321  -0.1738
C28 -0.2245 -3.7036 5.7329  -0.0696
C29 3.9586 1.2881 0.7891  -0.1085
C30 3.4547 2.1906 -0.1014  -0.1109
C31 4.1524 3.3534 -0.7338  -0.1762
C32 3.8163 4.6816 -0.0438  -0.0701
C33 5.3413 1.2250 1.3637  -0.1747
C34 5.4264 1.8425 2.7655  -0.0694
N4 -0.7823 1.0983 -0.8916  -0.0806
C35 -0.4699 3.7685 -3.4793  -0.1753
C36 -0.6635 5.1431 -2.8248  -0.0693
H1 -6.5854 -2.4970 -1.8342  0.0786
H2 -5.3329 -3.5121 -1.1070  0.0793
H3 -4.8785 -2.2076 -2.2000  0.0756
H4 -6.2189 -1.8168 0.5387  0.1121
H5 -5.7569 -0.5249 -0.5337  0.1098
H6 -3.8425 -4.1847 2.4124  0.1141
H7 -5.3102 -3.6259 1.6569  0.1103
H8 -4.0695 -2.3585 4.1681  0.0706
H9 -5.4586 -3.4521 4.1561  0.0785
H10 -5.5786 -1.8542 3.4107  0.0804
H11 -3.9822 0.2809 -1.6243  0.1171
H12 -3.7144 1.2142 -3.6954  0.1144
H13 -2.9404 2.6088 -4.3999  0.1100
H14 -4.6856 2.6903 -1.8709  0.0725
H15 -5.1801 3.2200 -3.4823  0.0791
H16 -3.9097 4.0858 -2.6136  0.0700
H17 1.6426 3.2785 -1.8047  0.1174
H18 3.9556 -0.8686 2.4400  0.1176
H19 -1.8586 -3.3885 3.1306  0.1174
H20 4.1714 -2.9599 3.2658  0.1135
H21 3.2855 -4.0888 4.2533  0.1103
H22 3.7592 -1.1406 4.9931  0.0691
H23 4.6262 -2.5229 5.6744  0.0797
H24 2.9003 -2.3139 5.9886  0.0706
H25 1.2626 -4.8515 4.6660  0.1095
H26 -0.3138 -4.8823 3.9209  0.1147
H27 0.4933 -3.0987 6.2895  0.0710
H28 -0.5413 -4.5284 6.3720  0.0794
H29 -1.0956 -3.0768 5.5296  0.0697
H30 3.8873 3.4068 -1.7921  0.1140
H31 5.2298 3.1871 -0.7016  0.1089
H32 2.7417 4.8773 -0.0661  0.0710
H33 4.3237 5.5122 -0.5357  0.0791
H34 4.1270 4.6659 1.0027  0.0732
H35 6.0300 1.7446 0.6976  0.1082
H36 5.6763 0.1859 1.3933  0.1149
H37 5.1370 2.8950 2.7444  0.0735
H38 6.4428 1.7782 3.1563  0.0796
H39 4.7599 1.3318 3.4639  0.0674
H40 -1.0447 3.7188 -4.4045  0.1100
H41 0.5757 3.6401 -3.7673  0.1134
H42 -1.7165 5.3207 -2.5976  0.0700
H43 -0.3204 5.9396 -3.4863  0.0793
H44 -0.1067 5.2161 -1.8871  0.0718
S1 0.6252 -1.9247 -1.2965  0.0887

Summary:
Orbital gap, eV: 5.72
Charge: +1
Energy relative to the best compared isomer or geometry (same formula, charge and spin), kJ/mol: 15.5
Spin multiplicity: 1
Molecular weight, g/mol: 745.791

---

No. 2
Below is a 11-piece molecular cluster, C37H60N7O4S3 overall at a distorted geometry, with properties calculated with ωB97M-V/def2-TZVPD.

Each line ends with the Löwdin charge.
Cartesian coordinates (Å):
C1 -2.2768 0.6744 1.0997  -0.0652
C2 -0.8807 0.0519 0.9056  -0.6049
C3 -0.8001 -0.6540 -0.4607  -0.0856
O1 0.1241 0.9499 1.1335  -0.3223
H1 -2.2526 1.7405 0.8654  0.0488
H2 -2.6240 0.5215 2.1240  0.0575
H3 -3.1050 0.2707 0.5023  0.0613
H4 -0.8647 -0.8049 1.6241  0.1059
H5 -0.8114 0.0885 -1.2694  0.0606
H6 -1.7330 -1.2106 -0.6345  0.0646
H7 -0.0007 -1.3949 -0.5335  0.0470
C4 1.6484 -0.4071 4.4607  -0.2713
S1 0.7547 -1.1033 5.8439  0.7944
O2 0.6782 -2.5746 5.6633  -0.5560
C5 1.9858 -0.7895 7.1100  -0.2804
H8 2.6562 -0.8064 4.3567  0.0637
H9 1.6861 0.6840 4.4942  0.0375
H10 1.0122 -0.6394 3.6038  0.0383
H11 1.5836 -1.1789 8.0439  0.0425
H12 2.2175 0.2740 7.1179  0.0512
H13 2.8982 -1.3635 6.9263  0.0557
C6 0.5785 -2.4938 -5.5014  -0.2498
S2 -1.1593 -2.8438 -5.1422  0.8210
O3 -1.3380 -4.3178 -5.0534  -0.5632
C7 -1.2796 -2.1858 -3.4807  -0.2667
H14 0.6579 -1.7590 -6.2975  0.0423
H15 1.0668 -3.4296 -5.7642  0.0523
H16 1.0638 -2.1125 -4.6016  0.0308
H17 -0.6423 -1.3355 -3.2654  0.0264
H18 -1.1441 -3.0468 -2.8192  0.0351
H19 -2.3211 -1.9258 -3.2805  0.0389
C8 -4.6617 1.3950 -2.2867  -0.2900
S3 -5.6881 0.4971 -3.4249  0.7918
O4 -4.8545 0.2946 -4.6358  -0.5497
C9 -5.7050 -1.0473 -2.5092  -0.2670
H20 -5.1458 1.6787 -1.3498  0.0600
H21 -4.3618 2.3577 -2.7163  0.0504
H22 -3.6894 0.9364 -2.0861  0.0496
H23 -4.6826 -1.2921 -2.2208  0.0399
H24 -6.0235 -1.7871 -3.2468  0.0493
H25 -6.3984 -1.0667 -1.6732  0.0539
N1 3.4410 -5.0341 -2.3875  0.0062
C10 2.4697 -5.7709 -3.0330  -0.1261
C11 1.2912 -5.1169 -2.8400  -0.1179
C12 1.5774 -3.8929 -2.1991  -0.1298
C13 2.9167 -3.8603 -1.9201  -0.1084
H26 4.4248 -5.2347 -2.3793  0.1409
H27 2.7476 -6.7276 -3.4394  0.1030
H28 0.3345 -5.3871 -3.2644  0.0861
H29 0.8626 -3.1496 -1.8806  0.0591
H30 3.5344 -3.1725 -1.3726  0.0790
N2 2.8252 -0.0597 0.7253  0.0283
C14 2.8664 -1.4171 0.6917  -0.1485
C15 4.1944 -1.7923 0.5788  -0.1417
C16 4.9233 -0.5988 0.3312  -0.1152
C17 4.0569 0.4607 0.4680  -0.1527
H31 1.9250 0.3676 0.9926  0.0886
H32 1.9991 -2.0337 0.8637  0.1056
H33 4.6602 -2.7579 0.6940  0.0862
H34 5.9963 -0.5926 0.2204  0.0830
H35 4.2094 1.5053 0.2621  0.0963
N3 -0.9095 2.6063 3.5320  0.0330
C18 -0.1305 3.2772 4.4261  -0.1453
C19 -0.9541 3.8658 5.3505  -0.1210
C20 -2.2864 3.5890 4.9509  -0.1256
C21 -2.2270 2.7732 3.8507  -0.1516
H36 -0.5348 2.0089 2.7875  0.0993
H37 0.9313 3.2773 4.2276  0.0933
H38 -0.5997 4.3938 6.2211  0.0815
H39 -3.1810 3.9671 5.4194  0.0806
H40 -2.9638 2.2315 3.2863  0.0823
N4 1.9643 2.9764 1.6082  0.0212
C22 1.8346 4.2793 1.2299  -0.1401
C23 2.8066 5.0103 1.8716  -0.1133
C24 3.5540 4.0981 2.6628  -0.1226
C25 3.0286 2.8431 2.4571  -0.1759
H41 1.2646 2.2508 1.4228  0.0684
H42 1.0830 4.5880 0.5223  0.1002
H43 3.0185 6.0632 1.7900  0.0816
H44 4.3358 4.3233 3.3710  0.0818
H45 3.3030 1.8804 2.8522  0.0959
N5 1.3970 1.3790 -2.3511  0.0366
C26 0.9390 1.4263 -3.6366  -0.1421
C27 1.3647 2.6045 -4.1844  -0.1362
C28 2.0962 3.3025 -3.1889  -0.1091
C29 2.0980 2.5086 -2.0741  -0.1383
H46 1.2642 0.5701 -1.7659  0.1173
H47 0.3605 0.6085 -4.0317  0.0907
H48 1.1694 2.9275 -5.1949  0.0899
H49 2.6696 4.2043 -3.3218  0.0909
H50 2.5725 2.6160 -1.1128  0.0907
N6 -1.2367 -4.6467 -0.0247  0.0181
C30 -1.8149 -5.8848 0.0030  -0.1436
C31 -2.3367 -6.0669 1.2558  -0.1226
C32 -2.0020 -4.9241 2.0267  -0.1081
C33 -1.3477 -4.0488 1.2001  -0.1289
H51 -0.6724 -4.3790 -0.8128  0.0994
H52 -1.7940 -6.5122 -0.8715  0.1045
H53 -2.8653 -6.9426 1.5964  0.0836
H54 -2.2114 -4.7896 3.0745  0.0906
H55 -0.8136 -3.1370 1.4097  0.0915
N7 -2.1911 4.1014 -0.3886  0.0118
C34 -1.1945 3.5948 -1.1763  -0.1440
C35 -1.2725 4.1871 -2.4045  -0.0925
C36 -2.3348 5.1293 -2.3356  -0.1209
C37 -2.9018 5.0412 -1.0927  -0.1526
H56 -2.1724 4.0172 0.6151  0.1336
H57 -0.5304 2.8514 -0.7585  0.0919
H58 -0.6743 3.9290 -3.2594  0.0710
H59 -2.6857 5.7706 -3.1294  0.0841
H60 -3.6400 5.6799 -0.6384  0.0982

Summary:
Orbital gap, eV: 8.10
Charge: -1
Energy relative to the best compared isomer or geometry (same formula, charge and spin), kJ/mol: 0.0
Spin multiplicity: 1
Molecular weight, g/mol: 763.133

---

No. 3
Below is a 2-piece molecular cluster, C4H9N3 overall at a distorted geometry, with properties calculated with ωB97M-V/def2-TZVPD.

Each line ends with the Löwdin charge.
Cartesian coordinates (Å):
C1 2.2328 -0.3874 -0.0134  -0.2338
C2 0.5197 1.2654 0.8299  -0.0630
C3 -0.1625 -1.4603 0.3578  -0.1568
C4 0.9421 0.2122 -0.1294  -0.5504
N1 3.2613 -0.8973 0.0406  0.1574
N2 -1.4316 -1.3421 -0.2360  0.0004
N3 0.4841 0.4947 -1.4338  0.0378
H1 1.0950 2.1089 0.5259  0.0745
H2 -0.6276 1.3748 0.7837  0.1090
H3 0.7270 0.6945 1.7963  0.1052
H4 0.5767 -2.2164 -0.1738  0.1230
H5 -0.1669 -1.4510 1.4541  0.0841
H6 -2.1561 -1.5190 0.4158  0.0699
H7 -1.3963 -2.1089 -0.8302  0.0475
H8 -0.5569 0.7247 -1.2817  0.1021
H9 0.5883 -0.3063 -2.0794  0.0928

Summary:
Orbital gap, eV: 8.77
Energy relative to the best compared isomer or geometry (same formula, charge and spin), kJ/mol: 274.4
Spin multiplicity: 1
Molecular weight, g/mol: 99.137